# 1
{"formula": "C28H53BN6ReS3Si2", "method": "wB97M-V/def2-TZVPD", "lumo_energy_ha": [-0.27161, -0.24669], "spin_multiplicity": 4, "homo_ev": [-13.25, -13.70], "charge": 2, "relative_energy_ev": 0.503, "gap_ha": [0.215, 0.257], "s2": 3.859, "symbols": ["Re", "C", "C", "C", "C", "N", "C", "C", "N", "B", "N", "C", "C", "N", "C", "S", "C", "C", "C", "C", "N", "C", "C", "N", "C", "S", "C", "C", "C", "C", "C", "S", "H", "H", "H", "H", "H", "H", "H", "H", "H", "H", "H", "H", "H", "H", "H", "H", "H", "H", "H", "H", "H", "H", "H", "H", "H", "H", "H", "H", "H", "H", "H", "H", "H", "H", "C", "Si", "C", "C", "C", "Si", "C", "C", "C", "H", "H", "H", "H", "H", "H", "H", "H", "H", "H", "H", "H", "H", "H", "H", "H", "H", "H", "H"], "positions_angstrom": [[0.00130, 0.14456, -0.94563], [-2.42871, -5.99388, 0.66869], [-2.38739, -4.55087, 0.17212], [-3.72437, -3.88688, 0.49035], [-2.07048, -4.56024, -1.32485], [-1.28545, -3.82289, 0.92311], [-0.53342, -4.40123, 1.92466], [0.31130, -3.46259, 2.38386], [0.09421, -2.28830, 1.67964], [1.02007, -1.09014, 2.14311], [2.41648, -1.11948, 1.47383], [3.58170, -0.86712, 2.16911], [4.60663, -0.98059, 1.30107], [4.07651, -1.32303, 0.06670], [2.74615, -1.37464, 0.20296], [1.50092, -1.70022, -0.96786], [4.92758, -1.44509, -1.17842], [6.31985, -1.90393, -0.74903], [4.97526, -0.06186, -1.81792], [4.34239, -2.47325, -2.14007], [0.38771, 0.35523, 2.13248], [-0.39064, 0.69314, 3.22431], [-0.46527, 2.03147, 3.28817], [0.26291, 2.54695, 2.22940], [0.76366, 1.51332, 1.52622], [1.68313, 1.57440, 0.03808], [0.43331, 4.05353, 2.12097], [-0.95678, 4.66236, 1.97654], [1.10717, 4.50579, 3.41634], [1.28891, 4.48089, 0.93847], [-0.88231, -2.54338, 0.78365], [-1.63385, -1.47706, -0.38497], [-3.22818, -6.50019, 0.13125], [-2.65996, -6.06078, 1.73145], [-1.50201, -6.52887, 0.45887], [-4.51160, -4.42047, -0.04192], [-3.76130, -2.84543, 0.17812], [-3.93704, -3.94329, 1.55836], [-2.66674, -5.34037, -1.79628], [-1.01866, -4.79029, -1.49939], [-2.30932, -3.61980, -1.81414], [-0.65484, -5.41997, 2.23340], [1.04598, -3.52353, 3.16464], [1.21652, -1.31126, 3.30300], [3.57884, -0.64133, 3.21996], [5.66088, -0.86735, 1.46155], [6.86501, -1.13556, -0.20268], [6.89647, -2.12492, -1.64513], [6.27415, -2.81009, -0.14461], [5.40119, 0.67432, -1.13550], [3.97367, 0.26382, -2.10671], [5.59538, -0.09599, -2.71343], [4.13269, -3.42249, -1.64515], [5.08669, -2.65897, -2.91313], [3.44222, -2.11980, -2.63550], [-0.79097, -0.05409, 3.88525], [-0.95190, 2.66056, 4.00919], [-1.62746, 4.38410, 2.78873], [-1.41044, 4.36446, 1.03148], [-0.86704, 5.74801, 1.97995], [0.48175, 4.33691, 4.29182], [1.30508, 5.57508, 3.35627], [2.05744, 3.99105, 3.55981], [0.85246, 4.20102, -0.01880], [2.30547, 4.09514, 0.99163], [1.34348, 5.56870, 0.97601], [0.85342, 2.01817, -3.27957], [-0.97340, 1.80444, -2.94206], [-1.82345, 3.41315, -3.25123], [-1.63523, 0.38818, -3.93702], [-1.43983, 1.55795, -0.90412], [-3.33877, 1.50258, -0.54375], [-4.12799, 3.18631, -0.64276], [-3.41936, 0.99938, 1.25549], [-4.27692, 0.34805, -1.66304], [0.93399, 2.32656, -4.32752], [1.46419, 1.11513, -3.18186], [1.29024, 2.80104, -2.65872], [-1.57158, 3.70388, -4.27556], [-1.47396, 4.19782, -2.57989], [-2.90352, 3.33404, -3.18054], [-1.32082, 0.52887, -4.97487], [-2.72280, 0.34490, -3.91338], [-1.25323, -0.58678, -3.62061], [-1.09119, 2.49773, -0.44820], [-3.58247, 3.94345, -0.07956], [-5.11658, 3.10106, -0.18197], [-4.28592, 3.55869, -1.65211], [-3.40440, 1.88749, 1.89070], [-2.60787, 0.33960, 1.55792], [-4.36142, 0.47765, 1.44028], [-4.51606, 0.83367, -2.61128], [-5.22773, 0.10841, -1.18097], [-3.77370, -0.59470, -1.87724]], "forces_ev_per_angstrom": [[-0.066, 0.701, 0.084], [-0.006, -0.003, -0.027], [0.119, 0.041, 0.054], [-0.015, -0.020, -0.023], [-0.023, -0.010, -0.019], [-0.093, -0.083, 0.016], [0.008, 0.012, -0.056], [-0.034, 0.058, -0.041], [0.045, 0.088, 0.251], [0.064, -0.070, -0.043], [-0.061, -0.057, 0.122], [-0.053, 0.008, -0.063], [-0.050, -0.038, 0.000], [0.192, 0.021, 0.020], [-0.112, 0.083, -0.095], [0.201, -0.251, -0.173], [-0.132, 0.012, 0.110], [0.017, 0.042, -0.042], [0.013, 0.005, -0.046], [0.044, -0.044, -0.003], [-0.044, -0.008, -0.022], [0.010, -0.035, -0.058], [0.029, 0.032, -0.038], [-0.080, 0.127, -0.018], [0.073, -0.071, 0.104], [-0.111, -0.136, -0.055], [0.026, -0.136, 0.004], [-0.026, 0.032, 0.015], [0.003, 0.029, -0.002], [-0.004, 0.033, 0.001], [-0.053, -0.038, -0.162], [0.048, -0.013, 0.210], [-0.001, -0.011, 0.007], [-0.004, 0.004, 0.007], [0.005, 0.001, -0.005], [-0.010, -0.006, 0.011], [-0.007, -0.002, -0.004], [-0.003, 0.001, 0.006], [-0.012, 0.012, -0.020], [0.003, -0.029, 0.013], [0.014, 0.003, 0.017], [-0.011, -0.012, 0.001], [0.014, 0.019, 0.022], [0.014, 0.015, -0.025], [-0.004, -0.016, 0.023], [-0.002, -0.016, 0.014], [0.003, 0.006, -0.007], [0.012, 0.005, 0.000], [-0.006, -0.018, -0.017], [-0.002, -0.002, 0.012], [-0.004, -0.001, -0.006], [-0.004, 0.005, -0.008], [0.005, 0.012, 0.024], [-0.013, -0.020, -0.021], [0.000, -0.002, 0.002], [-0.008, -0.025, 0.004], [-0.012, 0.003, -0.003], [0.011, 0.009, 0.003], [-0.053, -0.024, -0.047], [-0.010, 0.004, -0.004], [0.003, -0.006, 0.004], [-0.003, 0.007, 0.007], [0.011, 0.003, -0.005], [-0.016, 0.012, 0.013], [0.000, 0.001, 0.020], [0.020, 0.006, -0.015], [0.144, 0.003, -0.028], [0.000, -0.130, 0.149], [0.002, 0.132, -0.013], [-0.069, -0.109, -0.031], [0.048, -0.280, -0.062], [0.026, 0.083, -0.061], [-0.039, 0.046, -0.036], [0.087, -0.054, 0.106], [0.019, -0.082, -0.083], [0.002, 0.015, -0.003], [0.010, 0.016, -0.013], [0.025, 0.014, -0.027], [0.015, 0.024, 0.007], [-0.042, 0.030, -0.009], [-0.045, 0.007, -0.009], [-0.009, 0.007, -0.010], [0.002, -0.028, -0.023], [-0.003, -0.007, -0.015], [0.035, -0.030, 0.081], [0.052, 0.045, 0.026], [0.001, 0.002, 0.019], [-0.012, 0.019, -0.021], [0.015, 0.006, 0.021], [-0.042, 0.009, 0.014], [-0.021, 0.019, 0.011], [-0.013, -0.013, -0.004], [-0.020, 0.009, -0.003], [-0.024, -0.002, -0.010]]}

---

# 2
{"formula": "C28H53Br2NO21", "method": "wB97M-V/def2-TZVPD", "smiles": "CCCCCCCN(Br)C(=O)OCC(=O)Br.COC(=O)OC.COC(=O)OC.COC(=O)OC.COC(=O)OC.COC(=O)OC.COC(=O)OC", "lumo_energy_ha": -0.01956, "spin_multiplicity": 1, "homo_ev": -10.14, "gap_ha": 0.353, "symbols": ["C", "C", "C", "C", "C", "C", "C", "N", "Br", "C", "O", "O", "C", "C", "O", "Br", "H", "H", "H", "H", "H", "H", "H", "H", "H", "H", "H", "H", "H", "H", "H", "H", "H", "C", "O", "C", "O", "O", "C", "H", "H", "H", "H", "H", "H", "C", "O", "C", "O", "O", "C", "H", "H", "H", "H", "H", "H", "C", "O", "C", "O", "O", "C", "H", "H", "H", "H", "H", "H", "C", "O", "C", "O", "O", "C", "H", "H", "H", "H", "H", "H", "C", "O", "C", "O", "O", "C", "H", "H", "H", "H", "H", "H", "C", "O", "C", "O", "O", "C", "H", "H", "H", "H", "H", "H"], "positions_angstrom": [[-4.29676, -2.12997, -1.27632], [-3.07679, -2.84211, -2.07876], [-2.13461, -1.65861, -2.68682], [-1.64151, -1.99642, -4.19433], [-1.56308, -0.67379, -5.11705], [-0.07810, -0.08057, -5.29664], [0.46081, 0.48375, -3.89575], [-0.16472, 1.84953, -3.68655], [1.30627, 3.06404, -3.60289], [-0.78873, 1.94809, -2.34520], [-0.02673, 1.95794, -1.33484], [-2.17729, 1.97822, -2.08025], [-2.96201, 2.39634, -3.22952], [-4.12593, 3.36495, -2.63311], [-4.36061, 4.46851, -3.18523], [-5.23935, 2.88726, -1.06774], [-4.99979, -1.59164, -2.00240], [-3.86259, -1.34756, -0.54822], [-4.89636, -2.87658, -0.65274], [-3.54350, -3.45744, -2.93516], [-2.41169, -3.47321, -1.39105], [-2.75284, -0.69485, -2.61969], [-1.19033, -1.48734, -2.06021], [-2.48283, -2.64828, -4.65020], [-0.66568, -2.58511, -4.23385], [-2.15996, 0.14528, -4.55576], [-2.10062, -0.81155, -6.11955], [-0.18189, 0.81140, -6.02634], [0.64977, -0.80783, -5.81638], [0.23694, -0.21271, -3.01652], [1.58618, 0.64206, -3.99109], [-2.40475, 3.03065, -3.99207], [-3.50442, 1.49047, -3.66507], [1.16995, 7.04984, -2.33717], [1.19025, 8.36402, -2.89082], [1.38889, 8.39807, -4.21893], [1.54343, 7.44083, -4.93751], [1.38564, 9.68431, -4.60730], [1.58757, 9.87302, -6.00652], [1.00369, 7.14181, -1.26324], [0.35247, 6.46425, -2.76394], [2.12817, 6.54968, -2.49628], [0.78692, 9.39941, -6.57895], [2.56205, 9.48490, -6.31117], [1.56583, 10.94514, -6.20473], [3.64596, 3.70803, -0.35049], [4.14467, 4.95632, 0.13359], [3.70115, 5.29286, 1.35605], [2.94738, 4.64411, 2.04165], [4.24246, 6.47770, 1.68313], [3.85571, 6.96307, 2.96790], [4.06918, 3.54050, -1.34164], [3.95852, 2.88890, 0.30020], [2.55752, 3.73682, -0.44040], [4.17777, 6.27526, 3.75296], [2.77576, 7.12058, 3.01140], [4.35086, 7.92185, 3.12478], [-6.71184, -0.00549, 5.35731], [-5.44947, 0.31001, 4.77257], [-5.49317, 0.51556, 3.44532], [-6.47786, 0.45421, 2.75040], [-4.24879, 0.80100, 3.02737], [-4.14138, 1.04365, 1.62571], [-6.55667, -0.15005, 6.42702], [-7.41723, 0.81675, 5.21835], [-7.11042, -0.93175, 4.93753], [-4.74375, 1.90720, 1.33539], [-4.43641, 0.15801, 1.05782], [-3.09620, 1.26294, 1.40327], [1.02935, -5.63846, 1.77074], [-0.06025, -5.17319, 2.56588], [-0.45362, -3.91954, 2.28352], [0.02791, -3.19740, 1.44528], [-1.47685, -3.61131, 3.09779], [-1.99972, -2.29738, 2.90810], [1.26121, -6.65737, 2.08333], [0.75474, -5.65673, 0.71374], [1.91479, -5.01891, 1.92947], [-2.39439, -2.18201, 1.89575], [-1.23512, -1.54491, 3.11310], [-2.81842, -2.15776, 3.61491], [6.98734, -1.27067, 4.25793], [5.86050, -0.49339, 3.85825], [6.15176, 0.78336, 3.55462], [7.24670, 1.28939, 3.59566], [5.01135, 1.39671, 3.19801], [5.17041, 2.77100, 2.84580], [6.63536, -2.27924, 4.47767], [7.72128, -1.32880, 3.45103], [7.43937, -0.85758, 5.16242], [5.83294, 2.87337, 1.98224], [5.55051, 3.34484, 3.69448], [4.18959, 3.16384, 2.57609], [1.65129, -12.71290, 1.89405], [0.56182, -12.25079, 2.69042], [0.16710, -10.99759, 2.40975], [0.64782, -10.27354, 1.57206], [-0.85581, -10.69128, 3.22461], [-1.38001, -9.37811, 3.03574], [1.88372, -13.73154, 2.20643], [1.37623, -12.72970, 0.83713], [2.53577, -12.09216, 2.05339], [-1.77570, -9.26282, 2.02420], [-0.61585, -8.62491, 3.24026], [-2.19830, -9.23875, 3.74281]], "forces_ev_per_angstrom": [[0.676, -0.217, 0.299], [-0.073, 1.248, 0.153], [0.216, -0.714, -0.294], [-1.446, 0.487, -0.404], [0.254, 0.393, 0.624], [-0.873, 0.399, -0.395], [0.384, -1.090, -1.208], [-0.704, 0.128, 1.122], [-0.416, 0.429, -0.403], [2.950, -0.457, 5.027], [-3.590, -0.098, -3.590], [2.430, 0.337, -2.797], [-2.054, 0.440, 0.790], [-0.217, 4.172, -2.780], [1.062, -4.907, 2.351], [0.892, -0.089, -1.138], [1.019, -0.787, 0.990], [-0.672, -1.165, -1.133], [0.761, 0.987, -0.941], [0.984, 0.783, 1.391], [-1.297, 0.633, -0.994], [0.952, -1.240, -0.471], [-1.510, -0.334, -0.494], [1.517, 0.851, 0.656], [-1.300, 0.773, 0.199], [0.903, -1.235, -1.027], [0.992, 0.053, 1.355], [0.376, -1.259, 1.253], [-1.126, 0.879, 1.147], [0.328, 0.996, -1.279], [-1.613, -0.470, 0.386], [-0.670, -1.057, 1.072], [0.858, 1.257, 0.349], [-0.034, -0.398, 0.249], [0.063, 0.140, -0.428], [-0.017, 0.086, 0.089], [-0.054, 0.368, 0.278], [-0.019, -0.369, 0.238], [0.057, 0.130, -0.423], [0.017, 0.266, -0.162], [0.191, 0.012, -0.077], [-0.146, 0.002, -0.117], [0.177, -0.088, 0.065], [-0.179, -0.105, 0.011], [-0.041, -0.091, 0.300], [-0.224, -0.410, -0.246], [-0.044, 0.231, 0.485], [0.036, 0.249, -0.259], [0.101, 0.519, -0.366], [-0.127, -0.426, -0.213], [-0.085, 0.231, 0.410], [0.096, 0.269, 0.150], [-0.187, 0.104, -0.030], [0.101, -0.087, 0.161], [-0.176, -0.003, -0.104], [0.104, -0.179, 0.040], [0.058, -0.152, -0.275], [-0.360, -0.100, 0.251], [0.114, 0.065, -0.403], [0.121, 0.037, 0.015], [0.379, 0.021, 0.275], [-0.338, -0.186, 0.336], [0.116, 0.113, -0.374], [0.254, 0.073, -0.174], [0.037, -0.160, -0.131], [-0.027, 0.193, -0.075], [0.025, -0.309, 0.175], [-0.161, 0.169, 0.060], [-0.066, -0.027, 0.266], [0.362, -0.224, -0.213], [-0.220, 0.359, 0.010], [-0.071, -0.030, 0.108], [-0.207, -0.306, 0.286], [0.350, -0.257, -0.236], [-0.233, 0.451, 0.026], [-0.244, 0.130, 0.131], [0.079, 0.150, 0.108], [-0.159, 0.041, -0.135], [0.189, 0.029, 0.042], [-0.049, -0.089, -0.182], [0.150, -0.257, 0.007], [0.281, -0.280, 0.124], [-0.008, 0.370, -0.106], [-0.184, 0.037, -0.035], [-0.402, -0.235, -0.005], [0.432, -0.379, 0.153], [-0.133, 0.369, -0.115], [-0.215, 0.208, -0.092], [-0.008, 0.146, 0.149], [0.048, 0.050, -0.197], [0.137, -0.018, 0.205], [0.145, -0.105, -0.129], [0.201, -0.524, 0.272], [0.333, -0.210, -0.210], [-0.208, 0.393, -0.011], [-0.085, -0.069, 0.121], [-0.166, -0.268, 0.322], [0.357, -0.235, -0.226], [-0.221, 0.431, -0.010], [-0.237, 0.147, 0.150], [0.081, 0.159, 0.107], [-0.152, 0.030, -0.137], [0.197, 0.032, 0.061], [-0.052, -0.082, -0.171], [0.158, -0.280, 0.010]]}

---

Number 2 is which compound? C28H53Br2NO21